Entry 1:
# C18H42BBrFOP

A 3-piece molecular cluster, C18H42BBrFOP overall at a distorted geometry (ωB97M-V/def2-TZVPD, the OMol25 dataset).

Output
**HOMO energy**: -8.66 eV
**M**: 415.2 Da
**Frontier orbital gap**: 8.7 eV
**Energy above the lowest of the compared OMol25 structures with the same formula, charge and spin**: 0.0 kcal/mol

```
65
C18H42BBrFOP | the OMol25 dataset | ωB97M-V/def2-TZVPD
C -1.04 -2.88 3.76
C -1.26 -1.58 3.58
P -0.15 -0.44 2.76
Br -0.21 -1.82 0.59
B 1.82 -0.68 2.64
C 2.52 -2.07 2.57
O 2.50 0.50 2.64
C -0.14 0.83 4.20
F -1.29 1.61 4.01
C -0.12 0.35 5.64
C 1.06 -0.59 5.90
H -1.71 -3.47 4.38
H -0.22 -3.39 3.27
H -2.16 -1.10 3.96
H -0.79 0.50 1.97
H 2.75 -2.26 1.52
H 1.93 -2.91 2.92
H 3.47 -2.05 3.12
H 3.16 0.57 3.34
H 0.72 1.50 4.04
H -0.02 1.22 6.28
H -1.07 -0.11 5.89
H 1.98 -0.19 5.47
H 1.24 -0.69 6.97
H 0.90 -1.58 5.49
C 2.02 1.62 -0.53
C 2.21 3.02 0.04
C 0.92 3.62 0.60
C -0.20 3.80 -0.43
C 0.17 4.66 -1.63
C 0.55 6.09 -1.27
H 1.33 1.61 -1.38
H 2.96 1.19 -0.87
H 1.60 0.96 0.23
H 2.64 3.67 -0.72
H 2.95 2.97 0.85
H 1.15 4.58 1.07
H 0.55 2.97 1.41
H -1.06 4.24 0.08
H -0.53 2.82 -0.78
H -0.68 4.67 -2.32
H 0.99 4.19 -2.18
H -0.27 6.58 -0.74
H 0.77 6.68 -2.16
H 1.43 6.12 -0.62
C -1.91 -0.90 -2.74
C -2.13 -2.41 -2.81
C -0.96 -3.17 -3.42
C -0.64 -2.80 -4.87
C -1.81 -2.97 -5.85
C -2.30 -4.41 -5.96
H -1.80 -0.46 -3.73
H -2.75 -0.41 -2.25
H -1.01 -0.68 -2.16
H -3.05 -2.62 -3.36
H -2.29 -2.79 -1.79
H -1.16 -4.25 -3.36
H -0.07 -2.99 -2.81
H 0.20 -3.41 -5.22
H -0.30 -1.76 -4.92
H -1.49 -2.63 -6.84
H -2.64 -2.32 -5.56
H -1.50 -5.08 -6.27
H -3.11 -4.50 -6.68
H -2.68 -4.77 -5.00
```

Entry 2:
# C18H42BrF4N2O8

A 6-piece molecular cluster, C18H42BrF4N2O8 overall (ωB97M-V/def2-TZVPD, the OMol25 dataset).

Output
**HOMO energy**: -5.39 eV
**M**: 570.4 Da
**Frontier orbital gap**: 7.7 eV
**Net charge**: -1

```
75
C18H42BrF4N2O8 | the OMol25 dataset | ωB97M-V/def2-TZVPD
C 5.53 -3.14 1.96
O 4.52 -3.09 0.99
C 3.22 -2.79 1.50
C 2.59 -1.66 0.70
C 1.08 -1.55 0.96
N 0.26 -1.25 -0.19
C -0.58 -2.32 -0.70
C -1.93 -2.48 0.00
C -2.79 -3.54 -0.69
C -3.85 -4.20 0.20
C -5.18 -3.45 0.23
N -5.05 -2.24 1.05
C 0.12 0.04 -0.70
Br 1.68 0.43 -2.05
C -1.24 0.25 -1.54
O -1.24 -0.07 -2.71
O -2.15 0.69 -0.79
C 0.27 1.18 0.32
F 1.55 1.27 0.82
F 0.07 2.36 -0.28
C -0.60 1.14 1.62
F -1.40 0.07 1.75
F -1.36 2.25 1.71
H 6.42 -3.56 1.49
H 5.77 -2.14 2.35
H 5.26 -3.79 2.81
H 2.61 -3.69 1.43
H 3.32 -2.51 2.56
H 3.09 -0.72 0.92
H 2.74 -1.89 -0.36
H 0.90 -0.86 1.79
H 0.73 -2.53 1.33
H -0.72 -2.18 -1.78
H -0.02 -3.26 -0.59
H -2.45 -1.53 0.02
H -1.75 -2.75 1.05
H -2.16 -4.30 -1.15
H -3.32 -3.02 -1.51
H -3.47 -4.23 1.23
H -4.03 -5.23 -0.11
H -5.45 -3.14 -0.78
H -5.98 -4.12 0.58
H -5.76 -1.55 0.83
H -5.08 -2.45 2.04
H 0.08 1.15 2.48
C -4.11 3.40 1.94
O -4.36 2.49 0.90
H -5.04 3.92 2.16
H -3.76 2.91 2.85
H -3.36 4.15 1.65
H -3.54 2.02 0.69
C -0.71 1.83 -5.40
O -0.27 2.02 -6.76
H -0.39 0.85 -5.07
H -0.26 2.57 -4.73
H -1.79 1.89 -5.32
H -0.56 2.89 -7.04
C 3.04 3.41 -4.38
O 2.27 4.30 -5.20
H 3.85 3.99 -3.94
H 2.43 2.97 -3.59
H 3.47 2.61 -4.99
H 1.56 3.78 -5.59
C 3.51 4.29 -0.43
O 2.25 4.36 0.22
H 3.84 5.31 -0.60
H 4.25 3.77 0.18
H 3.43 3.78 -1.39
H 1.92 3.47 0.34
C 1.34 0.39 5.77
O 1.59 0.60 4.39
H 1.64 -0.63 5.99
H 1.92 1.07 6.40
H 0.28 0.50 6.02
H 1.34 1.51 4.18
```

Entry 3:
# C18H42CuN7O9

C18H42CuN7O9 as an isolated structure at a distorted geometry (ωB97M-V/def2-TZVPD, the OMol25 dataset).

Output
**HOMO energy (spin up / spin down)**: -11.17 / -11.17 eV
**M**: 564.1 Da
**Frontier orbital gap (spin up / spin down)**: 5.9 / 4.8 eV
**Energy above the lowest of the compared OMol25 structures with the same formula, charge and spin**: 151.0 kcal/mol
**Net charge**: +1
**Spin multiplicity**: 2

```
77
C18H42CuN7O9 | the OMol25 dataset | ωB97M-V/def2-TZVPD
Cu -0.31 -0.11 0.23
N -4.33 2.26 3.00
O -4.74 3.34 2.64
O -3.24 1.91 2.54
O -4.95 1.50 3.69
C -2.78 -5.16 -3.32
C -3.15 -4.36 -2.05
O -2.30 -3.67 -1.55
N -4.39 -4.49 -1.58
C -4.91 -3.72 -0.44
H -3.18 -4.62 -4.18
H -3.17 -6.18 -3.33
H -1.71 -5.12 -3.54
H -4.88 -5.22 -2.08
H -4.30 -3.70 0.46
H -5.88 -4.13 -0.16
H -5.17 -2.73 -0.82
C -5.18 1.50 -4.65
C -4.45 2.06 -3.49
O -3.50 1.54 -2.91
N -4.88 3.22 -2.99
C -6.01 4.04 -3.40
H -5.19 0.41 -4.60
H -4.66 1.78 -5.57
H -6.26 1.64 -4.63
H -4.59 3.58 -2.09
H -6.84 3.88 -2.72
H -6.36 3.93 -4.43
H -5.64 5.07 -3.33
C 4.22 -1.08 -4.09
C 3.95 -1.94 -2.88
O 3.12 -1.56 -2.08
N 4.61 -3.09 -2.76
C 4.46 -3.93 -1.61
H 4.60 -1.69 -4.91
H 5.07 -0.41 -3.92
H 3.33 -0.63 -4.53
H 5.25 -3.39 -3.48
H 4.74 -4.95 -1.90
H 3.40 -4.07 -1.39
H 5.01 -3.57 -0.74
C 4.76 0.18 4.21
C 3.84 1.34 3.98
O 2.99 1.23 3.06
N 3.84 2.32 4.93
C 2.84 3.36 5.09
H 5.42 0.35 5.06
H 5.39 -0.05 3.35
H 4.13 -0.67 4.47
H 4.45 2.19 5.73
H 2.30 3.52 4.16
H 3.24 4.33 5.36
H 2.09 2.96 5.77
C -0.22 -2.45 6.16
C 0.27 -3.38 5.00
O 0.17 -3.06 3.85
N 0.88 -4.55 5.42
C 1.48 -5.50 4.47
H -0.08 -2.94 7.12
H -1.29 -2.28 6.12
H 0.31 -1.50 6.26
H 1.23 -4.52 6.36
H 0.66 -5.95 3.90
H 1.92 -6.29 5.06
H 2.16 -5.11 3.71
C 3.15 5.64 -0.98
C 1.97 5.26 -1.87
O 1.36 4.21 -1.68
N 1.73 6.06 -2.90
C 0.59 5.81 -3.84
H 2.86 5.66 0.07
H 3.44 6.66 -1.24
H 4.00 4.98 -1.16
H 2.38 6.78 -3.19
H 0.54 4.77 -4.19
H 0.73 6.47 -4.70
H -0.36 6.00 -3.33
```

- What is the formula in the second record?
  C18H42BrF4N2O8